# 1
35
Properties=species:S:1:pos:R:3:forces:R:3 method="wB97M-V/def2-TZVPD" orbital_gap_ev="6.5 / 6.8" charge=+2
O 0.68517 4.57085 0.80624 -0.058 1.775 -1.363
C 0.61031 5.45801 0.07972 0.142 -1.736 1.440
La -0.77173 0.59657 0.35000 -0.407 -3.635 -0.648
C 0.45012 -2.32587 -1.09673 0.896 -4.953 2.625
O 0.25412 -3.38402 -0.44858 0.576 4.331 -2.245
C -0.48948 -1.97083 -2.17434 -1.875 0.620 -5.395
O -0.43637 -1.87588 -3.40265 0.446 -0.329 5.076
C 1.53610 -1.32234 -0.53524 1.945 -0.599 1.821
O 2.56834 -1.54985 0.01294 -2.809 0.631 -1.922
C -1.98906 -1.51286 -1.48205 -3.324 -1.113 -0.696
O -3.08137 -1.94857 -1.70703 4.194 1.366 0.702
H -0.87754 2.41133 0.21065 -0.087 2.901 0.166
C 0.16484 2.32138 4.79482 -0.025 0.186 0.166
N 1.10486 1.95294 3.69916 -0.379 -0.238 -1.196
C 2.29287 2.85852 3.66675 0.236 -0.032 0.141
C 1.53170 0.48508 3.76997 0.712 0.533 0.005
C 0.35952 -0.41176 3.66335 -1.456 -1.221 0.083
C -0.10498 -1.09008 4.80346 0.548 0.338 0.518
C -1.27292 -1.86226 4.77638 0.329 0.333 -1.110
C -1.96096 -2.01730 3.55869 0.328 0.078 0.723
C -1.49385 -1.38371 2.40912 0.598 0.524 -0.052
C -0.34397 -0.56140 2.44174 0.285 0.529 0.238
H 0.68214 2.13502 5.74068 -0.168 0.061 -0.132
H -0.74208 1.71836 4.73090 0.194 0.062 0.003
H -0.07217 3.38274 4.69759 0.010 -0.156 0.068
H 0.59216 2.06775 2.78089 0.633 -0.039 1.301
H 2.76365 2.82473 4.66240 -0.145 0.081 -0.461
H 2.99418 2.49591 2.90233 -0.232 0.195 0.287
H 1.94701 3.86659 3.42994 0.161 -0.124 0.092
H 2.26310 0.34910 2.95319 -0.332 0.021 0.335
H 2.05862 0.37859 4.73052 -0.159 0.013 -0.326
H 0.46887 -0.98295 5.75829 -0.642 -0.169 -0.851
H -1.61259 -2.33346 5.68380 -0.137 -0.134 0.009
H -2.84586 -2.62628 3.52708 -0.210 -0.178 -0.025
H -2.03942 -1.56413 1.44534 0.210 0.079 0.624

# 2
17
Properties=species:S:1:pos:R:3:forces:R:3 method="wB97M-V/def2-TZVPD" orbital_gap_ev=9.2 charge=0 de_lowest_ev=4.683
C 1.77933 -0.63064 -0.13173 0.041 0.016 0.020
C 0.73350 0.30152 0.44646 0.201 0.001 0.109
C 0.00172 1.30724 -0.48283 -0.003 0.031 -0.058
C -1.32653 0.95428 0.21942 -0.160 0.050 0.031
O -2.15322 0.04809 -0.54481 -0.180 -0.152 -0.342
C -1.45211 -1.05199 -0.05470 2.330 -0.470 -1.938
C -0.63873 -0.22601 0.94627 0.191 -0.316 0.016
H 2.09612 -1.37616 0.60642 -0.010 0.103 -0.079
H 2.66140 -0.06007 -0.44138 -0.081 -0.081 0.038
H 1.39544 -1.16376 -1.00886 0.091 0.113 0.152
H 1.17002 0.85338 1.28616 -0.012 -0.017 -0.070
H 0.33384 2.34750 -0.41319 -0.107 -0.176 0.007
H -0.02169 1.00982 -1.53626 0.016 0.005 0.146
H -1.90857 1.75139 0.69365 0.101 -0.272 -0.095
H -0.48581 -1.60277 -1.07964 -0.137 2.097 0.767
H -1.43851 -2.03604 -0.52260 -2.229 -0.796 1.587
H -0.74621 -0.42578 2.01763 -0.054 -0.135 -0.291

# 3
24
Properties=species:S:1:pos:R:3:forces:R:3 method="wB97M-V/def2-TZVPD" orbital_gap_ev=9.4 charge=0 de_lowest_ev=0.829 smiles=CCSC.CCSC
C -1.83793 3.94085 0.20591 0.452 1.030 0.298
C -1.45416 3.79507 1.70843 -0.130 -1.325 -1.027
S -1.05875 5.34028 2.59493 -0.359 -0.414 -0.026
C -1.12127 4.69647 4.29889 -0.331 -0.325 0.120
H -1.02192 4.39001 -0.38484 -0.352 -0.149 0.139
H -2.71102 4.61384 0.16846 0.299 -0.249 -0.250
H -2.11619 2.97766 -0.25392 0.196 0.316 0.413
H -0.57604 3.12747 1.80151 -0.448 0.233 0.001
H -2.34498 3.22767 2.04003 0.500 0.582 0.959
H -1.01282 5.51658 5.02847 -0.020 -0.241 -0.516
H -0.34898 3.93674 4.50621 -0.222 0.353 -0.231
H -2.11396 4.23487 4.43344 0.415 0.189 0.119
C 3.22960 -4.99927 -2.57744 0.437 0.168 -0.442
C 2.06280 -4.18170 -2.04039 0.490 -0.138 1.271
S 0.62765 -4.34333 -3.06528 -1.290 0.141 0.173
C -0.55496 -3.37973 -2.01978 0.252 0.123 -0.116
H 3.02853 -6.07079 -2.40998 0.122 0.426 -0.157
H 4.14375 -4.72245 -2.02579 -0.287 -0.197 -0.266
H 3.40626 -4.83856 -3.65427 -0.006 -0.041 0.388
H 2.24701 -3.10297 -1.87350 0.318 -0.553 -0.203
H 1.91479 -4.65494 -1.05065 -0.508 0.563 -0.215
H -0.59903 -3.76041 -0.98549 0.097 -0.009 -0.484
H -1.56970 -3.41386 -2.45076 0.561 -0.101 0.042
H -0.21877 -2.32953 -1.99411 -0.186 -0.381 0.009

# 4
63
Properties=species:S:1:pos:R:3:forces:R:3 method="wB97M-V/def2-TZVPD" orbital_gap_ev=6.9 charge=+2 de_lowest_ev=0.000
Pt 0.41682 0.11141 0.07662 -0.105 -0.342 0.298
C -1.98578 -0.38877 0.71277 -0.031 -0.044 0.149
C -1.88564 0.41241 -0.43779 0.107 0.108 -0.011
C -1.23154 1.66305 -0.36606 -0.087 -0.142 0.041
C -0.75276 2.10989 0.88771 0.169 0.059 0.321
C -0.89618 1.32583 2.04961 0.014 0.208 -0.292
C -1.53294 0.08823 1.96093 0.095 -0.083 -0.250
H -2.47158 -1.35438 0.64636 0.007 0.003 0.013
H -2.26250 0.05993 -1.38871 -0.005 0.003 0.022
H -1.14334 2.29402 -1.23908 0.016 -0.005 -0.003
H -0.23605 3.05957 0.94445 0.009 -0.015 -0.008
H -0.49820 1.67299 2.99296 -0.053 0.071 -0.001
H -1.63878 -0.52575 2.84652 -0.051 -0.022 -0.020
O -2.02057 -5.30252 3.52379 -0.013 -0.018 -0.040
C -0.77321 -5.85607 3.18118 0.004 0.040 0.013
N 0.01725 -4.69926 2.79568 -0.093 0.025 -0.049
C 1.17084 -4.80914 2.11075 0.042 -0.007 -0.030
O 1.68193 -5.84986 1.76457 -0.009 0.001 0.012
C 1.82883 -3.50493 1.71428 0.013 -0.039 0.010
C 3.21959 -3.43145 1.67822 -0.030 -0.001 0.005
C 3.81404 -2.26398 1.24173 0.010 0.048 -0.021
C 3.02575 -1.21436 0.80475 -0.013 0.060 0.032
N 1.68616 -1.30284 0.81031 -0.026 -0.066 0.068
C 1.09743 -2.43221 1.26303 0.021 0.036 -0.008
H -2.57428 -5.98081 3.92478 0.009 0.005 0.025
H -0.83044 -6.53491 2.32841 0.037 -0.008 0.006
H -0.30919 -6.37200 4.02592 -0.019 -0.018 0.003
H -0.24192 -3.83678 3.24637 0.045 -0.009 0.055
H 3.80096 -4.29340 1.98039 0.003 0.001 0.001
H 4.88846 -2.15073 1.21305 0.001 -0.014 0.003
H 3.44647 -0.29103 0.43691 0.015 -0.012 -0.004
H 0.01816 -2.47928 1.21576 -0.014 0.001 -0.002
C -1.27120 0.37989 -3.82673 0.008 0.021 -0.036
Ge 0.54561 -0.24421 -3.47105 -0.046 0.047 0.015
C 1.86001 1.17457 -3.63187 -0.003 -0.035 -0.020
C 0.99807 -1.79226 -4.56171 -0.004 -0.018 -0.016
C 0.51918 -1.09822 -1.65191 0.012 0.193 -0.126
H -1.35366 0.64013 -4.88243 0.007 -0.002 -0.002
H -1.53338 1.27735 -3.26432 0.004 0.001 -0.024
H -2.00941 -0.40052 -3.63369 0.003 -0.008 -0.011
H 1.97732 1.39932 -4.69289 -0.003 0.016 0.005
H 2.82618 0.86165 -3.23880 -0.002 -0.011 0.001
H 1.55605 2.08303 -3.11564 -0.013 -0.003 0.011
H 1.01322 -1.49039 -5.60952 -0.005 0.012 0.004
H 0.27153 -2.59679 -4.45436 -0.002 0.006 0.021
H 1.98734 -2.17117 -4.30643 -0.004 0.000 0.003
H 1.37732 -1.74946 -1.50971 0.075 0.060 0.008
H -0.38451 -1.69683 -1.51191 0.017 -0.092 -0.036
C 3.90722 4.65084 0.73697 -0.044 0.053 -0.056
Si 4.22336 3.33145 -0.53332 -0.020 -0.046 0.020
C 4.15569 3.96663 -2.27799 0.079 0.084 -0.018
C 5.77844 2.37663 -0.16954 0.012 -0.005 -0.080
C 2.80986 2.08912 -0.38074 0.020 -0.027 0.049
C 1.92808 1.26331 -0.28054 -0.134 0.000 -0.119
H 4.68697 5.41271 0.66676 0.003 -0.002 0.014
H 3.92258 4.25678 1.75391 0.000 -0.029 -0.007
H 2.95107 5.15144 0.57303 0.005 -0.001 0.001
H 4.81554 4.83268 -2.37186 0.010 -0.018 -0.022
H 3.15478 4.29060 -2.56673 -0.015 0.000 0.043
H 4.49350 3.21916 -2.99745 -0.018 -0.023 0.014
H 6.64955 3.02108 -0.30716 0.000 0.001 0.010
H 5.89315 1.52979 -0.84947 0.009 -0.001 0.008
H 5.80404 2.00904 0.85761 -0.024 0.003 0.007

# 5
51
Properties=species:S:1:pos:R:3:forces:R:3 method="wB97M-V/def2-TZVPD" orbital_gap_ev=9.7 charge=0 de_lowest_ev=0.000 smiles="O=C(CN(Cc1ccccc1)S(=O)(=O)c1ccc(Br)cc1)NC[C@H]1CCCO1"
O 1.09617 1.70500 -1.34254 0.182 0.248 -0.240
C 0.01769 1.61520 -0.79042 -0.136 0.134 0.036
C -0.49893 2.67005 0.19470 0.494 0.102 -0.395
N -0.88266 2.06705 1.44763 0.627 0.195 0.744
C -2.25150 2.14810 1.92308 -0.169 -0.142 0.347
C -3.03625 0.95574 1.44100 -0.221 0.093 -0.010
C -2.84206 -0.27583 2.05779 -0.036 0.029 -0.008
C -3.50432 -1.39963 1.59849 0.083 -0.030 0.073
C -4.37308 -1.30273 0.52258 -0.100 -0.004 -0.097
C -4.57535 -0.08093 -0.09461 -0.039 -0.097 -0.013
C -3.90380 1.04287 0.35898 -0.008 0.080 0.213
S 0.36221 1.95481 2.55358 -0.048 -0.211 -0.294
O -0.17727 1.33922 3.73012 -0.204 -0.215 -0.017
O 1.05035 3.20565 2.69146 0.126 -0.041 -0.229
C 1.42225 0.80448 1.68863 -0.176 0.478 0.326
C 0.94460 -0.46957 1.44908 0.028 -0.151 0.019
C 1.69696 -1.34420 0.68745 -0.032 0.036 0.050
C 2.91047 -0.90995 0.17550 0.105 0.035 -0.037
Br 3.90923 -2.08927 -0.91781 -0.008 0.021 0.015
C 3.40263 0.35861 0.43123 -0.007 -0.134 0.031
C 2.64333 1.22373 1.19963 0.025 0.084 0.116
N -0.81373 0.57060 -0.94686 -0.436 -0.252 -0.168
C -0.54761 -0.50229 -1.87123 -0.190 0.159 -0.411
C -1.46661 -0.40528 -3.10229 0.691 0.004 0.088
C -1.24934 -1.57061 -4.07468 -0.183 0.147 0.129
C -2.30167 -2.57731 -3.61471 -0.085 0.176 0.095
C -3.43363 -1.65223 -3.17455 -0.206 -0.222 -0.174
O -2.82469 -0.46834 -2.68426 0.004 0.108 0.113
H 0.30157 3.39688 0.37177 -0.136 -0.026 -0.266
H -1.35078 3.18960 -0.25226 0.012 -0.032 0.103
H -2.71568 3.08679 1.60043 0.096 -0.069 0.036
H -2.19527 2.13652 3.01343 -0.253 0.080 -0.085
H -2.17641 -0.33129 2.90709 0.092 -0.047 0.112
H -3.35237 -2.35190 2.08548 0.009 -0.073 0.050
H -4.89920 -2.17971 0.17450 -0.044 -0.070 -0.036
H -5.25129 0.00163 -0.93142 -0.045 -0.005 -0.103
H -4.06668 1.99555 -0.12493 -0.004 0.128 -0.055
H -0.01322 -0.75806 1.85082 -0.149 -0.124 -0.014
H 1.34670 -2.34382 0.48023 -0.026 -0.054 -0.001
H 4.34940 0.67170 0.02000 0.043 0.015 -0.026
H 2.97461 2.22776 1.40997 0.079 0.120 -0.043
H -1.73981 0.59861 -0.54262 0.122 0.007 0.048
H 0.49576 -0.41468 -2.18073 -0.059 -0.090 0.043
H -0.71201 -1.45727 -1.36438 0.063 -0.067 -0.059
H -1.30117 0.57015 -3.57597 -0.001 -0.113 0.041
H -0.23502 -1.95813 -4.02504 0.087 -0.006 -0.051
H -1.45584 -1.25006 -5.09574 0.047 -0.003 -0.034
H -2.61021 -3.26017 -4.40217 -0.011 -0.078 0.000
H -1.93258 -3.15734 -2.76869 -0.010 -0.055 0.015
H -4.05137 -2.07317 -2.37843 -0.008 -0.005 -0.063
H -4.07885 -1.39610 -4.02638 0.016 -0.063 0.084

Number 1: DFT total energy -1003.5238 a.u.. Number 2: DFT total energy -309.6703 a.u.. Number 3: DFT total energy -1034.5457 a.u.. Number 4: DFT total energy -3603.7895 a.u.. Number 5: DFT total energy -4158.6005 a.u..